[1]
Below is 8 unconnected molecules or ions with the total composition C69H152F6N4O5P2, with properties calculated with the ωB97M-V functional and the def2-TZVPD basis.

Summary:
gap between HOMO and LUMO: 0.151 Eh
E: -125058.5363 eV
charge: +4

```
238
Properties=species:S:1:pos:R:3:forces:R:3
P -0.208746 6.974114 -2.472217 0.3218 -0.8565 -0.6340
P -3.346766 -3.326026 4.406823 0.6482 -1.4926 0.6130
F -4.797536 0.846184 -0.710047 -0.2955 0.6515 -0.1707
F 2.195054 -3.111176 -2.419297 -1.7827 -0.4654 -0.6188
F -4.378166 1.198984 -2.826897 -0.0080 1.6113 -0.8667
F 3.786954 -3.756106 -1.177307 0.3334 0.1367 0.4022
F 4.213354 -2.997896 -3.157087 -0.4654 0.4414 0.8262
F -3.653386 -0.460826 -1.846527 4.3708 -2.5883 0.3135
O 3.070494 -0.252506 -2.249047 -0.9748 -0.8508 0.2980
O 0.267944 -1.644206 1.562383 -0.9785 0.3618 1.0816
O -7.065936 -0.078836 -2.843487 3.7269 -0.1810 1.8948
O -6.272316 -1.592346 -1.307657 1.2571 0.1243 1.3002
O 2.905324 -1.140336 -0.174027 0.3596 -1.0887 -1.9955
N 3.270744 -3.815806 2.516663 1.9786 -0.5738 0.4591
N -0.344316 0.908064 -0.125027 -1.5818 0.7496 -1.0149
N 5.374084 2.249434 0.781213 -0.5414 0.6415 -1.3999
N -0.881036 -4.031676 -4.591007 -1.6916 1.6095 2.4155
C -1.342576 10.875184 -1.863147 -0.7433 0.9837 -2.0684
C -4.692646 0.282724 -1.953307 -4.1744 -0.8389 0.8001
C -2.660766 4.196184 -4.349037 -1.3262 0.6993 -0.5057
C -0.514066 -3.222366 5.302533 -0.3214 0.5638 0.7308
C -0.569736 -3.816086 -3.089047 -0.7585 -0.5998 -0.5510
C 1.198904 6.291424 1.486003 -0.1130 -1.3237 0.4719
C -0.876496 -6.542976 -4.466637 -0.6724 0.1845 -1.0548
C 2.303824 -4.341066 1.444693 0.1812 1.4632 0.6046
C -0.635696 -0.352306 -0.988827 0.3933 -0.4937 2.2658
C -5.351986 -1.400556 3.823843 0.5370 0.4782 -1.5656
C 1.087354 6.252604 -3.608767 0.6540 0.9788 1.2426
C 0.638804 4.896884 1.879473 -0.3904 0.0886 -0.3232
C 3.414864 -2.817676 -2.053067 0.7501 1.6604 -0.3310
C 0.416484 -3.761796 6.434533 -1.4825 -0.2925 -0.7775
C 1.454384 7.007334 -4.869177 -0.5179 1.5383 -1.1130
C 2.449504 0.815134 -4.175657 0.3831 0.6989 -0.1917
C -5.574666 1.111344 4.513093 -0.6557 0.2778 0.0989
C 2.047314 8.475864 -4.796697 0.1145 -1.9501 0.3777
C 0.303764 0.747994 1.270843 0.1639 -0.0417 -0.4411
C 0.308734 -2.978926 7.761593 0.8994 -0.5692 -0.4306
C 2.703384 -5.769766 1.113393 0.0809 0.2654 0.7169
C 6.167604 0.915574 1.075543 -2.1227 0.2156 -0.0381
C 0.594804 -2.440466 -5.695247 1.1072 -1.0249 -0.6670
C -1.792506 6.500344 -3.226307 -0.6210 -1.9487 -0.2000
C -5.782856 -4.922346 3.937783 1.8298 1.3202 -0.3993
C 0.451614 1.812654 -1.031647 -0.4458 -0.4519 -0.2012
C 5.245784 2.383664 -0.788017 0.4335 1.5711 0.0592
C 2.683824 -0.813386 5.025043 1.0197 -0.1688 1.2577
C -5.475186 -5.714336 2.637983 -1.8692 -1.0319 0.4576
C -5.398366 -7.230026 2.859013 -0.6126 -0.9526 0.1546
C 3.202134 -6.311666 2.476053 1.8847 1.1876 1.0575
C 7.468614 -0.303006 2.873183 0.0526 -0.0680 0.2825
C 3.307464 -5.033106 3.441143 -0.9680 -0.7125 -1.1005
C -2.694496 -3.538226 2.708563 -0.0931 0.0649 0.5580
C 3.392994 -2.107526 4.615003 -0.7173 -0.6719 -2.2252
C 4.745504 -3.504356 1.928093 -1.3251 -0.3271 0.5336
C -2.650386 11.075104 -2.783907 0.5101 -0.0152 1.9256
C 3.964934 2.290644 1.398963 0.9979 0.0444 -1.3574
C -0.160016 -0.430046 2.166103 -0.4619 1.0474 -1.0964
C 6.427594 0.752184 2.561023 1.3234 1.2308 -0.1872
C -1.989466 -4.853666 2.377493 0.3868 0.0978 0.9385
C -1.359596 -6.549606 0.678093 -0.9987 -0.3815 1.1348
C 0.291774 -3.951776 -5.495407 0.1555 0.2446 -0.2302
C -5.378176 -2.622736 -0.934007 -1.0570 0.3501 0.0447
C -1.003726 9.468404 -1.346827 -1.5078 0.3286 -0.2069
C -1.646126 -7.854396 -4.539087 -0.5648 -0.4160 0.4797
C -2.013376 -3.529866 5.658243 0.5187 -0.0691 -0.3931
C -5.606746 0.105724 3.382003 0.8819 -0.5725 0.4407
C 5.987224 4.594594 -0.130827 -0.3364 -1.2331 1.1151
C -1.701866 -2.788766 -5.040217 0.2147 -0.8251 -0.9770
C -4.063316 -1.692006 4.621883 -0.2928 0.4547 0.4228
C -0.022286 6.286754 -0.750417 0.4013 -0.5158 -0.7006
C -5.892866 -0.653696 -2.357417 -5.4823 0.9355 -2.5269
C -0.070256 8.757264 -2.390057 -0.7616 0.5069 1.7880
C 2.679134 -2.639656 3.301173 0.6066 -0.0921 -0.5450
C -2.118896 4.917234 -3.130037 -0.0463 0.4208 0.6657
C 3.179784 8.639434 -3.753217 -1.2256 0.3952 -0.4886
C -1.662716 3.949324 -5.408377 1.4670 0.4323 -1.0647
C -2.050796 -5.188476 0.936693 0.0056 -1.1916 -1.8411
C -1.727186 1.603994 0.077653 0.2427 -0.2070 0.1322
C 3.501084 -1.329016 -1.442187 0.5086 0.1320 2.9521
C -1.742866 -5.290576 -4.730767 0.4295 -0.3517 0.2334
C 5.012024 3.900724 -1.038477 0.3128 -1.1311 0.2749
C -6.059676 -3.375736 0.192183 0.5985 0.0138 -0.2990
C 6.123224 3.594434 1.100193 0.2552 0.4363 -0.1375
C 3.580764 0.064874 -3.522917 -0.8542 -0.0363 -0.3610
C -4.493146 -4.707316 4.802423 -0.5089 0.1551 -0.1071
C -0.693306 -1.726226 -5.527617 -1.8336 0.2902 0.8047
C 1.350144 6.429804 -0.019637 -0.4346 2.0570 -0.8979
H -0.141096 -4.725056 -2.666977 0.8310 0.4552 -0.3129
H -4.821876 0.396484 2.683773 0.3471 -0.2861 -0.1770
H -1.923506 -7.194676 1.351883 0.1494 -0.6471 -0.1198
H 0.539944 7.075694 1.858543 0.0219 0.0096 -0.0062
H -2.659876 7.046614 -2.855697 0.2340 0.1609 0.2381
H -0.587996 9.537164 -0.341577 0.4664 -0.1709 -0.1728
H -5.709436 -7.843886 2.013723 0.4542 0.4416 -0.6730
H -1.240426 4.341494 -2.838657 0.3522 0.1359 0.3787
H 8.277014 -0.177916 2.152813 0.0356 -0.7333 -0.0360
H -2.317236 1.117724 0.854493 0.2944 -0.2755 -0.0532
H -4.427216 -2.278616 -0.527357 0.3882 0.4554 0.1012
H 7.165134 3.339294 1.293663 -0.0587 -0.0327 -0.1908
H -4.639446 1.114784 5.072963 -0.0601 -0.1849 0.1873
H 5.072924 -4.385406 1.376153 -0.0758 -0.0432 0.3323
H 6.976514 4.720554 -0.570757 -0.2481 0.3144 -0.0341
H 0.202914 1.763384 1.654153 -0.3823 -0.1881 0.5715
H 1.352024 -2.050946 -5.014817 0.0288 -0.3476 0.1188
H -0.920436 -4.896106 2.585993 0.0568 0.5032 0.8398
H 0.155784 -0.227036 3.189413 0.9538 -0.2194 0.0578
H -0.334466 -6.625596 1.040643 0.1476 0.3979 -0.1076
H 5.197894 4.306484 -2.032917 -0.4439 -0.7349 -0.3076
H 5.426824 -3.252346 2.740743 -0.2945 -0.4675 0.2330
H 2.565354 -1.902146 2.506683 0.4484 0.5636 0.3791
H -0.834276 3.333864 -5.057677 -0.0322 -0.5070 0.0175
H 2.855764 8.459064 -2.728247 -0.0884 0.3252 0.1343
H 5.435994 5.517564 0.049063 1.0639 0.3572 0.8530
H 7.923304 -0.165726 3.854263 -0.1353 0.3239 0.0341
H -2.049966 -2.720746 2.385453 -0.3559 0.3643 0.0913
H -4.675756 -5.425026 1.955843 0.2842 0.5307 0.7590
H -2.211446 -7.984016 -3.616207 -0.1543 -0.0823 0.0020
H -6.142886 -7.626116 3.549583 -0.0776 0.5899 0.5778
H 0.966234 -2.262586 -6.704457 0.2749 -0.3051 0.0666
H -0.126126 -4.380806 -6.406117 0.5287 -0.0212 -0.2810
H 7.021474 0.911174 0.398053 0.3152 0.2905 0.5420
H -2.333056 1.581014 -0.828147 0.3644 -0.2504 -0.1357
H -1.423166 -7.013346 -0.306287 -0.1063 0.4973 -0.1223
H -2.047796 3.567404 -6.353857 -0.1865 -0.3271 0.2810
H -0.540706 11.168584 -2.540657 0.3728 0.1940 0.1487
H -1.281016 -0.903356 -0.304707 -0.0547 -0.4495 -0.5003
H 0.540974 7.039344 -5.463107 0.1148 0.0801 -0.5322
H 0.555314 -1.930896 7.591533 -0.0489 0.0590 0.1986
H -5.710316 2.124934 4.135813 0.1067 0.0067 -0.1893
H 1.651904 -2.942526 3.504053 0.1006 -0.0850 0.3547
H -1.236836 -0.407466 2.333563 -0.3168 -0.4511 -0.6590
H 2.201054 5.961224 -0.514097 -0.3378 -1.2682 0.1968
H 2.002474 6.337554 -3.022727 0.0950 -0.6643 0.5190
H 4.450604 0.713144 -3.416897 0.4121 -0.3341 -0.2302
H 3.004654 0.089874 4.506113 -0.0485 -0.2326 -0.4670
H 1.381744 0.614554 1.179883 0.0607 -0.2044 -0.7468
H -0.200356 -6.523026 -5.321357 0.5801 -0.1794 0.3400
H -6.364486 -5.497356 2.046243 -0.0660 -0.3544 -0.2607
H 6.263084 2.161574 -1.110307 -0.2213 -0.3429 -0.3566
H 0.770754 4.592254 2.917693 0.3171 0.2900 0.0083
H -1.151396 4.862334 -5.713457 -0.0266 0.4241 -0.0043
H -3.207846 -1.096436 4.303193 -0.0459 0.6046 -0.2166
H 6.925324 1.703204 2.750593 -0.1447 0.2029 0.9068
H 3.502254 -5.799876 0.372443 -0.1300 0.0049 0.0038
H 2.652734 -7.111826 2.972033 -0.2504 0.2377 -0.2614
H -6.507156 0.254034 2.785883 -0.2183 -0.5999 0.2299
H 5.512814 0.122964 0.713423 -0.3152 0.0503 -0.2373
H 5.569804 0.641484 3.224383 -0.2873 0.1494 -0.4496
H 1.112394 -4.560486 -5.115737 -0.0648 0.1184 -0.1136
H -3.663756 -3.527146 2.210043 0.0832 0.2378 -0.7887
H 2.847974 1.343414 -5.041827 -0.3421 -0.1481 -0.3067
H -4.457466 -7.657776 3.205183 0.2966 0.3743 -0.0106
H 4.010844 4.151734 -0.688137 -0.2127 0.0521 -0.4570
H 4.475704 1.806764 -1.300137 0.1345 -0.7177 0.7456
H 4.791594 -2.661076 1.238993 -0.9888 0.0360 0.0014
H 1.596514 -0.837216 5.097663 0.0697 -0.2924 -0.1425
H -5.335686 -4.114576 0.535773 -0.1048 -0.0955 0.2802
H -0.045256 -2.874056 -2.929067 0.3411 -0.4411 -0.2314
H 1.068504 4.135124 1.228953 0.4078 -0.1993 0.0277
H -2.483816 -2.469136 -4.351387 0.2928 -0.2821 0.2873
H 1.660714 0.109704 -4.436957 -0.0955 0.2824 -0.1147
H 2.351724 -5.042316 3.965133 0.0421 0.5094 0.2621
H -0.213466 -3.572466 4.315023 -0.3436 -0.7893 0.0364
H 3.082264 -0.685626 6.031533 -0.4368 0.4782 0.2876
H -6.601016 -5.277476 4.564363 0.2967 -0.8649 -0.2039
H 1.703694 7.439564 -0.228187 -0.2532 0.6183 0.3418
H 4.457724 -1.937866 4.454753 -0.0021 0.2994 -0.2823
H -1.739396 6.723034 -4.291997 0.3428 0.3301 -0.0945
H -1.974666 8.995894 -1.198097 -0.0597 -0.5264 -0.1154
H -4.750336 -4.532016 5.847043 -0.0601 0.1614 0.1965
H -1.502326 -3.760206 -2.527577 -0.4054 0.2583 -0.5021
H -2.179766 -3.219126 -5.920277 -0.3529 0.4113 -0.0489
H -6.440116 0.962984 5.158923 0.2390 -0.1148 0.3907
H -1.149506 -0.202136 -1.938327 0.0860 0.8388 0.3030
H 3.706324 -0.796916 -4.178387 0.8800 -0.1938 0.3704
H -5.110796 -1.941516 2.908803 -0.6835 0.0769 -0.5838
H -6.226636 -1.914736 4.222223 0.0830 0.3698 0.3829
H -5.116086 -3.290256 -1.754877 -0.1202 -0.1462 -0.5146
H -2.648066 -5.155656 -4.138737 0.3236 0.0121 0.6421
H -2.168616 -5.351566 -5.732327 0.5186 0.2280 -0.3350
H 4.106164 -4.927926 4.175393 0.1478 -0.3930 -0.3580
H 1.387164 -4.274756 2.030733 -0.4504 -0.3895 -0.4623
H -0.303316 -2.160666 5.174203 -0.4067 0.4517 0.3518
H 0.663174 2.787564 -0.592467 0.0780 -0.2084 0.2679
H -2.723706 10.433164 -3.661767 0.1350 0.1292 0.0163
H 4.236604 -6.648676 2.409763 -0.1333 -0.4379 -0.3831
H 0.308114 -0.884126 -1.109157 0.0812 0.0870 -0.0026
H 5.758944 4.080284 2.005373 -0.3179 -0.5632 0.0793
H 2.151804 6.402214 2.003513 0.1139 0.2314 -0.2109
H -6.169676 -3.937666 3.675343 0.1332 0.0963 -0.2945
H -0.345716 -6.511546 -3.515117 0.1344 0.1405 -0.1902
H -6.974206 -3.895876 -0.092747 -0.0070 0.2574 -0.0536
H -1.610036 2.649014 0.364523 0.4670 -0.0730 0.0459
H -0.634396 -3.065716 8.301113 -0.2573 0.0255 -0.5201
H -4.166676 -1.486776 5.687383 0.0332 -0.1798 0.1633
H -0.846936 6.756854 -0.214647 0.1432 0.2348 0.3194
H -1.004226 -8.731156 -4.624857 0.2976 0.2452 0.0867
H -0.279466 5.227734 -0.771677 -0.2057 -0.1061 -0.3199
H -0.220736 1.951434 -1.878287 0.1575 0.2644 -0.1098
H -3.902376 -5.623076 4.823953 0.1777 -0.0498 -0.1046
H 0.882674 9.014154 -1.927427 0.5334 -0.0686 -1.0616
H -3.483016 4.783404 -4.757897 -0.1028 0.2027 -0.1157
H 2.273444 -3.569606 0.675263 0.0260 -0.2870 -0.2896
H -1.137566 -1.334136 -6.442487 0.3637 0.1512 -0.0319
H 0.856644 5.216524 -3.856557 -0.1017 -0.0270 0.3095
H -2.752616 12.135184 -3.016017 0.6077 -0.0663 -0.6203
H -2.028116 -4.567576 5.991463 -0.1535 -0.3213 -0.3820
H 1.322994 1.270004 -1.398137 0.2288 0.0509 0.3557
H -1.381486 11.682374 -1.131687 0.0159 -0.4800 0.4156
H 1.020054 -3.411726 8.465023 0.2252 0.2343 -0.0066
H -2.882666 4.782294 -2.364177 0.2365 0.1561 0.3403
H 1.141934 -1.488536 1.196993 0.7131 -0.0477 -0.6805
H -0.281996 9.197824 -3.364307 0.4233 -0.1546 0.0335
H 4.018334 7.961244 -3.911267 0.0621 0.2099 -0.4001
H 4.025154 2.166314 2.480163 -0.1245 0.1208 -0.2495
H -6.245956 -2.616936 0.952203 -0.2777 -0.2870 0.2797
H -1.586276 -4.481456 0.249353 -0.1963 0.6987 0.3336
H -0.432926 4.796304 1.708083 -0.1996 0.3148 -0.0689
H -2.385656 -3.038956 6.557413 0.3080 0.5278 0.0082
H 7.014634 -1.291396 2.944653 0.3154 -0.2048 -0.6393
H 2.547014 8.654634 -5.748767 -0.3799 -0.0081 -0.1925
H 1.397124 -3.893196 5.977183 0.4216 0.5730 0.5400
H -3.113576 -5.277576 0.711643 0.0355 -0.0051 -0.6922
H 1.221244 9.183134 -4.722667 0.4313 0.2128 0.2570
H 1.851484 -6.324526 0.720193 0.0758 0.0766 0.0374
H 3.554044 3.241144 1.058633 0.0557 0.1793 0.7186
H -2.462266 -5.643756 2.960853 0.0738 -0.3206 -0.1092
H -3.162466 3.257464 -4.114117 0.1669 -0.0408 0.6279
H 4.583194 -1.250576 -1.337347 0.7280 0.1551 -0.0662
H 0.098064 -4.795136 6.572083 -0.0093 -0.1815 0.3350
H 2.200434 6.458524 -5.443917 -0.1889 -0.5023 0.1997
H -0.571006 -0.892116 -4.836667 -0.2881 0.0019 0.0868
H -3.547336 10.987414 -2.170797 -0.0933 -0.7517 0.0803
H -5.646506 -1.357736 -3.152227 1.8091 -0.1283 -0.5701
H 3.428944 9.687344 -3.920277 0.7574 -0.1141 0.6905
H 2.074184 1.578374 -3.493977 -0.1821 0.0212 0.0123
H 3.395054 -2.865706 5.398113 -0.5098 0.0521 0.0386
H 3.356304 1.560054 0.866113 0.2463 -0.6024 0.3920
H -2.356456 -7.965136 -5.358397 0.0435 0.4477 -0.1326
```
Forces are in eV/Å.

These are the Mulliken partial charges, in e, on atoms 1 to 99: 0.568 1.130 -0.273 0.038 -0.240 -0.323 -0.339 -0.025 0.419 1.713 -0.857 -0.327 -0.428 0.755 1.834 0.513 0.476 -0.863 0.805 -0.600 1.512 -1.079 -1.164 0.136 0.243 -0.570 -0.039 -0.249 -0.706 -0.103 -0.468 -1.027 -0.599 -1.390 -0.582 -0.888 -1.439 -0.265 -0.146 0.012 -1.092 -0.447 0.394 -0.359 -1.050 0.583 -1.766 -1.042 -1.262 -0.239 1.313 -0.562 -0.678 -1.246 -0.943 -0.435 0.103 -0.965 -1.642 -0.986 0.510 -0.509 -1.496 -1.732 -0.199 -0.814 -1.024 -0.960 -0.204 -0.166 -0.900 0.827 0.393 -1.151 -0.932 0.274 -0.615 -0.627 -0.984 -0.196 -0.800 -0.617 -0.554 -1.310 -0.377 -0.130 0.311 -0.216 0.408 0.388 0.740 0.323 0.479 -0.578 0.444 0.126 -0.328 0.525 0.280


[2]
Below is a single C2H5Cl3OSi molecule, with properties calculated with the ωB97M-V functional and the def2-TZVPD basis.

Summary:
gap between HOMO and LUMO: 0.402 Eh
relative energy (zero: lowest compared OMol25 entry of this formula, charge and spin): 24.3 kcal per mole
E: -49651.8120 eV
charge: 0

```
12
Properties=species:S:1:pos:R:3:forces:R:3
Cl 0.412544 2.408589 -0.498441 -0.1824 -0.2564 -0.0126
Cl 2.912572 -0.165814 1.220730 -0.2920 0.3939 -0.3776
Cl 1.754414 -0.815302 -1.873326 0.0000 0.0042 0.2079
Si 1.232504 -0.427195 0.053919 -0.0054 -0.3962 0.4276
O 0.449646 -1.659697 0.750115 -0.4913 -0.3035 -2.2935
C -1.452578 0.346459 -0.496778 0.9601 0.1770 -0.9263
C -0.149108 0.793546 0.132256 -0.3364 1.6015 1.4141
H 0.547449 -1.926936 1.624137 0.4841 -0.7063 2.1644
H -1.768116 -0.570930 -0.126805 -0.7429 -1.4721 1.7622
H -0.341208 0.977160 1.241992 0.3604 -0.2018 -1.3013
H -1.342811 -0.002848 -1.491773 0.6701 0.3206 -1.5383
H -2.255306 1.042967 -0.536030 -0.4245 0.8391 0.4734
```
Forces are in eV/Å.

Per-atom natural (NBO) charges, elementary charge units: -0.077 -0.365 -0.347 1.772 -1.107 -0.636 -0.682 0.514 0.235 0.246 0.220 0.228